[1]
# C5H14N2

A gas-phase ion, C5H14N2 (charge -1) in a non-equilibrium geometry (ωB97M-V/def2-TZVPD, the OMol25 dataset).

## Properties
* net charge: -1
* frontier orbital gap (alpha / beta): 2.50 / 9.09 eV
* LUMO energy (alpha / beta): 3.96 / 3.81 eV
* multiplicity: 2

Last column: Löwdin charge in e.
Cartesian coordinates (Å):
H 2.106 0.813 0.236  0.077
H -1.994 2.236 -0.120  0.089
C 2.479 -0.087 0.837  -0.173
H 1.806 -0.163 1.703  0.048
N -1.703 0.896 1.507  -0.069
N 2.059 -1.198 -0.090  -0.144
C -0.606 -0.865 -0.816  -0.319
C 0.892 -0.986 -1.117  -0.248
H 1.034 -1.720 -1.852  0.055
H -1.619 -0.069 1.703  -0.041
H 1.866 -2.066 0.472  0.071
H 0.162 1.077 -0.015  0.094
C -0.674 0.650 -0.624  -0.285
H -2.505 1.242 2.059  -0.003
H 3.471 -0.092 1.209  0.032
H -1.025 -1.553 -0.047  0.053
H -1.155 -1.196 -1.618  0.031
C -1.969 1.058 0.087  -0.518
H -3.052 0.884 -0.343  0.056
H -0.732 1.110 -1.581  0.080
H 1.159 0.029 -1.592  0.113

[2]
# C5H14N2

A molecular structure, C5H14N2 in a non-equilibrium geometry (ωB97M-V/def2-TZVPD, the OMol25 dataset).

## Properties
* net charge: -1
* frontier orbital gap (alpha / beta): 2.87 / 9.43 eV
* LUMO energy (alpha / beta): 4.21 / 4.05 eV
* multiplicity: 2

Last column: Löwdin charge in e.
Cartesian coordinates (Å):
H -3.164 1.002 0.306  0.039
C -2.411 0.344 0.753  -0.175
N 2.530 -0.243 0.818  -0.017
H -0.121 -1.063 0.962  0.102
H -0.458 1.841 -0.804  -0.008
H 0.070 -1.812 -0.495  0.075
H -1.630 0.937 1.220  0.039
H 0.468 0.975 0.582  0.069
C -1.815 -0.640 -0.300  -0.357
H 3.495 -0.505 0.876  0.031
H 2.673 0.517 -1.156  0.081
H -2.888 -0.222 1.560  0.050
H -2.301 -1.576 -0.021  0.073
H -1.984 -0.235 -1.297  0.038
H 2.063 -1.154 -1.023  0.076
C 0.583 0.268 -0.653  -0.616
C -0.317 -0.862 -0.097  -0.260
H 2.361 0.616 1.329  0.049
N 0.394 1.694 -0.244  0.010
H 0.402 0.279 -1.752  0.058
C 2.051 -0.160 -0.564  -0.355

[3]
# C5H14N2

A single C5H14N2 molecule in a non-equilibrium geometry (ωB97M-V/def2-TZVPD, the OMol25 dataset).

## Properties
* net charge: 0
* structure (SMILES): CNCCCCN
* frontier orbital gap: 9.68 eV
* LUMO energy: 1.07 eV

Last column: Löwdin charge in e.
Cartesian coordinates (Å):
H 1.061 -1.050 0.801  0.090
H -2.885 1.032 -1.145  0.068
C -0.111 0.636 -0.192  -0.179
H 3.992 0.326 1.703  0.066
H -2.295 -1.745 -0.380  0.109
H -0.360 -0.070 -2.198  0.103
C -0.647 -0.416 -1.197  -0.209
H -2.349 -1.287 -2.041  0.099
H -3.312 0.276 0.201  0.059
N -3.116 0.110 -0.781  -0.029
H 2.086 1.482 0.584  0.077
H 0.166 -0.006 1.888  0.102
H -0.089 -1.354 -1.111  0.095
C -2.099 -0.905 -1.041  -0.284
N 1.960 0.729 1.256  -0.134
H 0.270 1.502 -0.719  0.105
C 0.689 -0.036 0.931  -0.204
H 2.975 -1.092 1.303  0.066
H 3.678 -0.027 0.063  0.071
H -1.048 0.958 0.282  0.086
C 3.194 -0.052 1.053  -0.157

[4]
# C5H14N2

A single C5H14N2 molecule in a non-equilibrium geometry (ωB97M-V/def2-TZVPD, the OMol25 dataset).

## Properties
* net charge: 0
* structure (SMILES): CNCCCCN
* frontier orbital gap: 10.24 eV
* LUMO energy: 0.99 eV

Last column: Löwdin charge in e.
Cartesian coordinates (Å):
C -2.646 -0.737 -0.199  -0.119
H -0.193 0.446 1.604  0.081
N 2.797 1.321 0.115  -0.020
H -0.511 -1.145 -1.886  0.083
C -0.438 -0.334 -1.236  -0.251
H 2.727 0.751 -0.731  0.033
H 0.025 -1.900 0.511  0.121
C 0.653 0.058 1.139  -0.258
H -3.253 -0.161 0.608  0.092
C 0.380 -0.905 -0.007  -0.206
H 1.371 -1.332 -0.301  0.102
H 1.203 -0.230 1.976  0.086
H 0.290 0.256 -1.736  0.090
H -3.374 -1.201 -0.971  0.085
C 1.347 1.313 0.683  -0.281
H -2.108 0.599 -1.572  0.101
N -1.628 0.338 -0.678  -0.098
H -2.137 -1.651 0.211  0.060
H 0.728 1.774 -0.069  0.085
H 3.399 0.836 0.875  0.090
H 1.369 1.904 1.665  0.124

[5]
# C5H14N2

2 unconnected molecules or ions with the total composition C5H14N2 in a non-equilibrium geometry (ωB97M-V/def2-TZVPD, the OMol25 dataset).

## Properties
* net charge: 0
* structure (SMILES): C/C=C\N.CNC
* frontier orbital gap: 8.12 eV
* LUMO energy: 1.08 eV

Last column: Löwdin charge in e.
Cartesian coordinates (Å):
N 1.404 0.634 -0.251  -0.167
H -1.966 -0.553 1.710  0.054
C -0.853 0.650 -0.590  -0.274
H 0.609 -0.158 1.752  0.045
H -0.847 0.966 -1.630  0.104
H -1.542 -1.212 -1.317  0.078
C 1.966 0.040 -1.462  -0.158
H -1.901 2.384 -0.191  0.072
H -1.665 1.435 1.115  0.050
H -1.378 -2.065 1.191  0.058
H 2.836 -0.583 -1.217  0.076
N -1.251 1.744 0.244  0.021
H -2.963 -1.576 0.638  0.069
C -1.339 -0.645 -0.416  -0.199
C 1.477 -0.293 1.117  -0.031
H 2.307 0.193 1.631  0.057
H 1.660 -1.365 1.021  0.067
H 2.140 0.784 -2.243  0.078
H 2.074 1.349 0.038  0.084
C -1.948 -1.204 0.832  -0.145
H 1.181 -0.523 -1.971  0.060

[6]
# C5H14N2

A single C5H14N2 molecule in a non-equilibrium geometry (ωB97M-V/def2-TZVPD, the OMol25 dataset).

## Properties
* net charge: 0
* structure (SMILES): CNCCN(C)C
* frontier orbital gap: 9.64 eV
* LUMO energy: 1.11 eV

Last column: Löwdin charge in e.
Cartesian coordinates (Å):
H 2.543 -0.370 -0.265  0.087
H -2.945 -1.591 -1.088  0.077
H 0.277 1.461 -0.625  0.102
H -2.562 0.617 1.347  0.082
H -1.224 -0.396 1.962  0.087
H 3.477 1.496 0.859  0.071
H 1.838 1.284 1.555  0.070
N -1.471 -0.384 -0.194  -0.240
C 0.771 0.518 -0.860  -0.237
C -2.233 -1.627 -0.259  -0.124
H -0.901 1.094 1.150  0.068
H -0.014 -1.413 -1.222  0.109
C -0.025 -0.702 -0.397  -0.208
H 2.034 2.462 0.347  0.072
H 0.733 0.553 -1.958  0.108
N 2.179 0.542 -0.453  -0.127
H -1.738 -2.602 -0.266  0.079
C -1.572 0.229 1.128  -0.125
C 2.416 1.485 0.636  -0.145
H 0.434 -1.146 0.496  0.117
H -2.870 -1.743 0.632  0.076

For each record above, in turn, the calculated total energy values are -8388.293 -8388.216 -8390.758 -8390.058 -8389.219 -8390.903 eV.